(1)
Molecular formula: C14H22N4O3
Method: DFT, the ωB97M-V functional and the def2-TZVPD basis

Values from the calculation:
E (eV): -26975.1484
ΔE to the lowest compared entry with this formula, charge and spin (kcal per mole): 93.2
HOMO level (eV): -9.01
HOMO-LUMO gap (eV): 9.673
SMILES: CN(C)C(=O)NN(CCCCN)C(=O)Oc1ccccc1
Strongest force on any atom (eV/Å): 4.1

Atoms and positions in Å:
C1 3.88026 -0.86159 -0.42822
N1 3.21380 -0.81201 0.93189
C2 3.73030 -1.79553 1.92468
C3 1.92701 -0.22890 1.01901
O1 1.21843 -0.59794 1.92463
N2 1.47124 0.75168 0.05171
N3 0.14547 1.08398 -0.47027
C4 -0.59748 1.91831 0.48138
C5 -0.86636 3.24230 -0.16481
C6 -1.44576 4.35374 0.67488
C7 -2.97955 4.31294 0.87725
N4 -3.23943 3.41770 2.01466
C8 -0.54933 0.12072 -1.16450
O2 -1.69470 0.26268 -1.42959
O3 0.10533 -0.91538 -1.68704
C9 -0.40160 -2.23282 -1.48758
C10 -0.85163 -2.70613 -0.24353
C11 -1.39426 -4.05731 -0.15926
C12 -1.34793 -4.86554 -1.33121
C13 -1.13590 -4.35420 -2.61289
C14 -0.51309 -3.07398 -2.67569
H1 4.36151 -1.82020 -0.51773
H2 4.57143 0.02607 -0.63677
H3 2.99035 -0.87989 -1.15487
H4 3.53929 -2.74828 1.53625
H5 3.14981 -1.63429 2.91165
H6 4.78351 -1.52097 2.15781
H7 2.16669 0.82896 -0.72149
H8 0.05865 1.95083 1.32437
H9 -1.47514 1.37101 0.84939
H10 -1.56812 3.13969 -1.07635
H11 0.08661 3.61476 -0.53875
H12 -0.89451 4.45502 1.57920
H13 -1.24675 5.30675 0.15849
H14 -3.52381 4.04763 0.03816
H15 -3.19754 5.36422 1.05389
H16 -2.72332 2.60894 1.88575
H17 -4.22370 3.20326 2.18629
H18 -0.75440 -2.06444 0.57760
H19 -1.61443 -4.53565 0.81689
H20 -1.63099 -5.99064 -1.28094
H21 -1.37162 -4.94873 -3.52288
H22 -0.15834 -2.73681 -3.67142

Forces on atoms 1 to 3 (eV/Å):
C -2.1 1.3 0.3
N 0.2 1.5 -2.2
C -1.2 3.4 1.9

Results of the Löwdin charge analysis, in e, for atoms 1 through 6: -0.05, -0.15, -0.04, -0.48, 0.04, 0.10

=====

(2)
Molecular formula: C14H22NO3ReS2Si
Method: DFT, the ωB97M-V functional and the def2-TZVPD basis

Values from the calculation:
Total charge: +1
E (eV): -54179.7711
ΔE to the lowest compared entry with this formula, charge and spin (kcal per mole): 11.2
2S+1: 4
HOMO level (spin up / spin down) (eV): -11.78 / -12.00
HOMO-LUMO gap (spin up / spin down) (eV): 8.023 / 7.882
Expectation value of S²: 3.782
Strongest force on any atom (eV/Å): 2.1

Atoms and positions in Å:
Re1 -0.99055 -0.44265 0.38536
C1 -2.21943 2.85606 1.18599
Si1 -1.97472 1.71843 -0.32903
C2 -3.57046 1.29306 -1.29731
C3 -0.64784 2.52377 -1.47531
H1 -2.59486 3.82318 0.86797
H2 -1.28849 3.02122 1.72257
H3 -2.92900 2.43665 1.89247
H4 -3.97070 2.18322 -1.76944
H5 -4.32985 0.89398 -0.63239
H6 -3.39540 0.55746 -2.07770
H7 -1.07452 3.38663 -1.97624
H8 -0.30405 1.84706 -2.25104
H9 0.21607 2.86435 -0.91174
O1 1.08290 0.40476 1.38972
C4 1.39569 -0.57583 2.33007
C5 2.63771 -1.18852 2.31731
C6 2.91318 -2.19477 3.22641
C7 1.95227 -2.59401 4.14195
C8 0.72459 -1.95596 4.18052
C9 0.43833 -0.94006 3.27819
C10 -0.89852 -0.22462 3.35666
O2 -1.33476 0.13844 4.41908
O3 -1.48936 -0.04894 2.21411
H10 1.89494 0.77861 1.02115
H11 3.37525 -0.87182 1.59344
H12 3.88762 -2.65637 3.21709
H13 2.16022 -3.38898 4.84076
H14 -0.02220 -2.23891 4.90734
C11 -2.66613 -1.75422 0.14315
H15 -2.27452 -2.75342 0.36326
H16 -3.11442 -1.77322 -0.84976
H17 -3.44585 -1.52430 0.86824
S1 -0.44374 -1.17402 -1.83212
C12 0.92857 -0.60560 -2.62481
N1 1.05386 -0.74814 -3.94306
C13 2.19718 -0.13129 -4.57428
C14 3.26543 -0.01722 -3.49441
S2 2.33578 0.14357 -1.92399
H18 0.28863 -1.11147 -4.49240
H19 1.91671 0.85912 -4.95503
H20 2.53048 -0.74463 -5.41197
H21 3.91085 0.84869 -3.62538
H22 3.87311 -0.91927 -3.41540

Forces on atoms 1 to 3 (eV/Å):
Re -0.3 -0.5 0.4
C 0.0 -0.7 -0.6
Si -0.1 0.8 -0.5

Results of the Löwdin charge analysis, in e, for atoms 1 through 6: 1.13, -0.20, 0.52, -0.20, -0.22, 0.03

=====

(3)
Molecular formula: C14H22O11Rb3
Method: DFT, the ωB97M-V functional and the def2-TZVPD basis

Values from the calculation:
Total charge: +1
E (eV): -39355.0482
ΔE to the lowest compared entry with this formula, charge and spin (kcal per mole): 68.2
HOMO level (eV): -9.38
HOMO-LUMO gap (eV): 5.117
Strongest force on any atom (eV/Å): 2.4

Atoms and positions in Å:
Rb1 -9.96104 7.65382 10.97554
Rb2 -13.64531 9.55213 10.56272
Rb3 -9.44634 5.70688 14.45202
O1 -9.36295 8.55712 13.74402
C1 -10.59416 9.14372 14.02625
C2 -11.21934 10.31233 13.13786
O2 -11.08231 10.58074 11.74546
H1 -10.73484 9.48041 15.06360
H2 -11.35653 8.32680 13.87426
H3 -10.88335 11.22727 13.64476
H4 -12.31138 10.19577 13.10749
C3 -10.11328 13.91633 13.49308
C4 -11.38441 14.72717 13.38227
C5 -12.61246 13.99567 12.81833
O3 -13.47099 13.69143 13.91751
C6 -12.86852 14.13148 15.04996
O4 -13.13467 13.73090 16.13076
O5 -11.89240 14.99798 14.71338
H5 -9.99999 13.29575 14.37995
H6 -9.28414 14.62882 13.55422
H7 -9.88400 13.32005 12.60660
H8 -11.18040 15.64443 12.83514
H9 -12.26761 13.03016 12.43954
H10 -13.25234 14.54978 12.13148
C7 -6.32613 8.37847 14.26517
C8 -4.82843 8.45304 14.01413
C9 -3.87337 8.07777 15.19870
O6 -3.12155 6.97082 14.72686
C10 -3.48410 6.67024 13.47161
O7 -3.20835 5.64856 12.92986
O8 -4.31123 7.61208 12.99660
H11 -6.69148 8.47733 13.23898
H12 -6.61631 9.12706 14.99168
H13 -6.77202 7.42653 14.57764
H14 -4.67927 9.48953 13.70914
H15 -4.34948 7.85223 16.14917
H16 -3.17203 8.91014 15.29818
C11 -7.51911 9.82778 18.80064
C12 -7.24165 10.91934 17.75552
C13 -8.33913 11.01151 16.69402
O9 -8.50407 12.41239 16.54633
C14 -7.82574 13.08591 17.49005
O10 -7.76629 14.26595 17.61304
O11 -7.25893 12.20478 18.35195
H17 -8.19359 10.12160 19.60022
H18 -6.57127 9.52808 19.25900
H19 -7.81611 8.88467 18.33295
H20 -6.20211 10.77466 17.44113
H21 -9.27105 10.53415 17.00934
H22 -8.09564 10.54308 15.73839

Forces on atoms 1 to 3 (eV/Å):
Rb 0.3 1.2 0.5
Rb 0.4 0.7 0.4
Rb 0.1 0.8 0.2

Results of the Löwdin charge analysis, in e, for atoms 1 through 6: 0.87, 0.91, 0.90, -0.55, -0.46, -0.42

=====

(4)
Molecular formula: C14H22O5PTc
Method: DFT, the ωB97M-V functional and the def2-TZVPD basis

Values from the calculation:
Total charge: +3
E (eV): -36562.0164
ΔE to the lowest compared entry with this formula, charge and spin (kcal per mole): 9.7
2S+1: 4
HOMO level (spin up / spin down) (eV): -20.26 / -20.81
HOMO-LUMO gap (spin up / spin down) (eV): 6.091 / 3.835
Expectation value of S²: 3.768
Strongest force on any atom (eV/Å): 9.1

Atoms and positions in Å:
O1 -4.12219 2.66156 -3.89869
C1 -3.20301 2.46109 -3.25096
Tc1 1.22491 1.09797 -1.19672
C2 3.16323 0.97882 -0.94286
O2 4.32368 0.91149 -0.80364
C3 3.01775 3.75512 -3.94048
O3 2.79526 4.24564 -4.94611
C4 0.88511 2.98268 -1.01392
O4 0.60654 4.11228 -0.85798
C5 1.16780 0.68729 -3.07785
O5 1.10816 0.41412 -4.21653
H1 -0.33793 1.13285 -1.14736
C6 1.51468 1.21750 2.06453
C7 1.20726 -0.23099 1.69173
C8 0.71717 -1.00294 2.91069
P1 0.10205 -0.35001 0.22540
C9 0.21509 -1.94423 -0.69830
C10 0.35767 -3.14384 0.23951
C11 -0.94585 -2.10575 -1.67510
C12 -1.67464 -0.04954 0.66619
C13 -2.34590 -1.22386 1.38335
C14 -1.81889 1.27421 1.41730
H2 0.60972 1.77080 2.33088
H3 2.04189 1.76013 1.27287
H4 2.16807 1.20179 2.94227
H5 2.13483 -0.70458 1.32691
H6 -0.17984 -0.54850 3.34945
H7 0.54218 -2.06422 2.70696
H8 1.51938 -0.93476 3.65702
H9 1.15173 -1.85521 -1.27683
H10 -0.51794 -3.26339 0.89549
H11 0.42635 -4.03555 -0.39893
H12 1.27025 -3.09273 0.84814
H13 -0.88507 -1.39703 -2.50563
H14 -0.90030 -3.11586 -2.09407
H15 -1.91757 -1.98546 -1.18790
H16 -2.15534 0.06407 -0.32071
H17 -1.82864 -1.49653 2.31273
H18 -3.36358 -0.90306 1.64223
H19 -2.43690 -2.11678 0.75143
H20 -1.35261 2.11167 0.87891
H21 -2.88691 1.50291 1.50924
H22 -1.39765 1.22084 2.42736

Forces on atoms 1 to 3 (eV/Å):
O 2.3 -0.5 1.6
C -2.3 0.4 -1.6
Tc 0.2 -0.1 0.7

Results of the Löwdin charge analysis, in e, for atoms 1 through 6: 0.05, -0.02, 0.94, -0.13, 0.23, 0.01

=====

(5)
Molecular formula: C14H23CsF4N4
Method: DFT, the ωB97M-V functional and the def2-TZVPD basis

Values from the calculation:
E (eV): -32267.3869
ΔE to the lowest compared entry with this formula, charge and spin (kcal per mole): 28.5
HOMO level (eV): -6.55
HOMO-LUMO gap (eV): 6.357
Strongest force on any atom (eV/Å): 2.2

Atoms and positions in Å:
Cs1 0.25629 -1.42764 0.70243
C1 0.18089 3.32429 -0.35716
N1 -0.92762 2.80250 0.41425
C2 -1.49239 3.82917 1.27518
C3 -0.55672 1.62360 1.18416
C4 -1.73611 0.68386 1.47420
N2 -1.37935 -0.11528 2.63016
C5 -1.61316 -1.40426 2.80780
C6 -2.08539 -2.42312 1.92442
F1 -2.44966 -2.09363 0.63995
C7 -1.97740 -3.78046 2.19169
F2 -2.34305 -4.63516 1.21657
C8 -1.51304 -4.27362 3.38108
C9 -1.12947 -3.31018 4.31553
F3 -0.67528 -3.72195 5.51099
C10 -1.19923 -1.96685 4.07083
F4 -0.77133 -1.12133 5.01699
H1 -0.14199 4.19234 -0.93535
H2 0.53779 2.56720 -1.05978
H3 1.02924 3.63758 0.27432
H4 -2.29417 3.41005 1.88381
H5 -1.91034 4.63836 0.67335
H6 -0.73714 4.25384 1.95714
H7 -0.10281 1.87481 2.15158
H8 0.19920 1.07652 0.61132
H9 -1.97689 0.14656 0.54938
H10 -2.61764 1.29825 1.68064
H11 -1.47105 -5.33143 3.59405
N3 -0.49081 -0.23105 -3.30858
C11 0.62580 0.44195 -3.98627
C12 1.87051 -0.44504 -4.03432
C13 2.25854 -0.98814 -2.66207
C14 2.80306 0.09551 -1.74112
N4 3.03927 -0.42866 -0.38221
H12 -0.82768 -1.01207 -3.85893
H13 -1.27252 0.39911 -3.18908
H14 0.84400 1.35055 -3.42113
H15 0.38665 0.76452 -5.00249
H16 2.69193 0.13289 -4.46872
H17 1.68705 -1.28177 -4.71550
H18 2.99696 -1.78968 -2.75798
H19 1.35387 -1.41732 -2.23173
H20 2.07602 0.90624 -1.65620
H21 3.70710 0.52042 -2.18913
H22 3.34322 0.32127 0.22830
H23 3.80484 -1.09275 -0.40239

Forces on atoms 1 to 3 (eV/Å):
Cs 1.7 -0.7 -1.1
C 0.0 0.0 0.0
N -0.1 -0.1 -0.1

Results of the Löwdin charge analysis, in e, for atoms 1 through 6: 1.47, -0.11, -0.27, -0.10, -0.28, -0.33

=====

(6)
Molecular formula: C14H23FO7S
Method: DFT, the ωB97M-V functional and the def2-TZVPD basis

Values from the calculation:
E (eV): -42771.4090
HOMO level (eV): -10.01
HOMO-LUMO gap (eV): 10.478
SMILES: O=S1(=O)CC[C@H](CCF)CO1.O=C1CCCO1.O=C1CCCO1
Strongest force on any atom (eV/Å): 7.9

Atoms and positions in Å:
O1 3.83166 3.19012 1.59051
S1 4.54650 2.46798 0.38349
O2 5.86489 3.27236 0.13193
C1 4.89091 0.64968 0.85930
C2 3.53214 -0.30309 0.65061
C3 2.29868 0.60536 0.06537
C4 0.96120 -0.26493 -0.37286
C5 -0.29174 0.84304 -0.39127
F1 -1.58482 0.25545 -0.81134
C6 2.84165 1.34491 -1.29617
O3 3.64248 2.55777 -1.06644
H1 5.79624 0.21777 0.21517
H2 5.23650 0.55380 1.98326
H3 3.26185 -0.91977 1.61158
H4 3.83266 -1.07488 -0.20178
H5 1.93650 1.34562 0.91200
H6 1.07306 -0.81922 -1.40582
H7 0.69475 -1.06499 0.46200
H8 0.01396 1.75947 -1.09073
H9 -0.42348 1.32315 0.69370
H10 3.49618 0.54332 -1.88498
H11 1.97542 1.64811 -2.04817
O4 -1.17360 1.27505 2.45505
C7 -2.24184 1.72046 2.84060
C8 -3.58326 1.38248 2.26394
C9 -4.45530 2.47462 2.82977
C10 -3.77284 2.80012 4.13254
O5 -2.38395 2.57343 3.89722
H12 -3.88660 0.39402 2.61996
H13 -3.56174 1.41149 1.17210
H14 -5.50078 2.17993 2.95334
H15 -4.42599 3.34820 2.16719
H16 -4.10020 2.14661 4.94796
H17 -3.93172 3.84151 4.42732
O6 1.21043 -4.49386 -3.57857
C11 0.14219 -4.04845 -3.19301
C12 -1.19923 -4.38643 -3.76967
C13 -2.07127 -3.29428 -3.20384
C14 -1.38880 -2.96878 -1.90108
O7 0.00009 -3.19548 -2.13640
H18 -1.50256 -5.37489 -3.41365
H19 -1.17770 -4.35742 -4.86151
H20 -3.11675 -3.58898 -3.08027
H21 -2.04195 -2.42070 -3.86642
H22 -1.71616 -3.62230 -1.08565
H23 -1.54769 -1.92740 -1.60629

Forces on atoms 1 to 3 (eV/Å):
O 1.4 -3.7 -4.7
S 2.8 6.5 3.6
O -4.5 -3.9 -0.1

Results of the Löwdin charge analysis, in e, for atoms 1 through 6: -0.38, 0.84, -0.38, -0.19, -0.17, -0.30